Entry 1:
# C5H10N2O

A molecular structure, C5H10N2O (ωB97M-V with the def2-TZVPD basis set, OMol25).

```
! RIJCOSX wB97M-V def2-TZVPD def2/J DEFGRID3
* xyz 0 1
C -0.7971 0.5807 -0.4769
C -1.0920 0.2775 -1.9083
C -0.3279 -0.4381 0.4758
N 1.1670 0.8144 -0.4655
C 2.1369 -0.8832 0.9624
C -1.0006 -1.0582 1.4522
O -1.5148 1.6218 0.0028
N 1.0565 -0.4631 0.2129
H -1.5116 1.5804 0.9711
H 1.3919 1.5665 0.1939
H 1.9073 0.7802 -1.1726
H -2.1110 -0.1154 -1.9773
H -1.0326 1.1795 -2.5186
H -0.3967 -0.4683 -2.2884
H 2.3100 -0.3889 1.9193
H 2.3468 -1.9432 0.9137
H -0.4550 -1.6420 2.1827
H -2.0770 -1.0005 1.5209
*
```

Output
- E_tot: -381.06334 Ha
- Orbital gap: 0.23434 Eh
- Energy relative to the best compared isomer or geometry (same formula, charge and spin): 139.37 kcal/mol
- E_HOMO: -5.8784 eV


Entry 2:
# C5H10N2O

A molecular structure, C5H10N2O in a non-equilibrium geometry (ωB97M-V with the def2-TZVPD basis set, OMol25).

```
! RIJCOSX wB97M-V def2-TZVPD def2/J DEFGRID3
* xyz 0 1
C -0.1707 -0.1148 0.2239
C -0.8838 1.1630 0.7029
C 0.8989 -0.5317 1.2489
C -1.1929 -1.2451 0.0393
N 1.2318 1.3003 -1.4020
C 0.4991 0.1702 -1.0844
O 0.9837 0.5592 -2.9621
N 0.4438 -0.4498 -2.2335
H 2.2345 1.2103 -1.5448
H -1.3847 0.9714 1.6524
H -1.6210 1.4920 -0.0298
H -0.1747 1.9734 0.8694
H 1.6376 0.2591 1.3841
H 0.4309 -0.7369 2.2122
H 1.4109 -1.4390 0.9270
H -0.7090 -2.1595 -0.3025
H -1.6826 -1.4554 0.9904
H -1.9518 -0.9666 -0.6913
*
```

Output
- E_tot: -381.10261 Ha
- Orbital gap: 0.33784 Eh
- Energy relative to the best compared isomer or geometry (same formula, charge and spin): 114.72 kcal/mol
- E_HOMO: -9.4316 eV


Entry 3:
# C5H10N2O

A single C5H10N2O molecule in a non-equilibrium geometry (ωB97M-V with the def2-TZVPD basis set, OMol25).

```
! RIJCOSX wB97M-V def2-TZVPD def2/J DEFGRID3
* xyz 0 1
O 1.1584 -2.4723 1.6505
C 1.0650 -1.3512 1.2364
C -0.0812 -0.4485 1.6523
C -1.1324 -0.5170 0.5297
C -1.2554 0.7492 -0.3273
N 1.8016 0.6254 -2.2454
C 0.5877 0.6287 -1.9249
N 0.0065 1.2770 -0.8444
H 1.7867 -0.9677 0.4871
H -0.5362 -0.8995 2.5267
H 0.2642 0.5572 1.8978
H -2.1500 -0.7531 0.8589
H -0.9902 -1.3812 -0.1386
H -1.9623 0.6459 -1.1455
H -1.6578 1.5284 0.3159
H 2.5201 1.1829 -1.8065
H -0.1134 0.1437 -2.6029
H 0.6889 1.4522 -0.1196
*
```

Output
- E_tot: -381.22993 Ha
- Orbital gap: 0.37206 Eh
- Energy relative to the best compared isomer or geometry (same formula, charge and spin): 34.83 kcal/mol
- E_HOMO: -9.2367 eV


Entry 4:
# C5H10N2O

A molecular structure, C5H10N2O in a non-equilibrium geometry (ωB97M-V with the def2-TZVPD basis set, OMol25).

```
! RIJCOSX wB97M-V def2-TZVPD def2/J DEFGRID3
* xyz 0 1
C -0.4298 0.0374 1.3406
C -1.2827 0.0437 -1.3929
C 0.5926 1.4496 -0.3848
C -0.0377 0.1614 -0.5497
N -0.9159 -1.2410 1.5191
C 1.1234 -0.5779 -0.8602
O 2.2240 -0.7136 -0.0012
N 1.0566 2.4069 0.2125
H 3.0284 -0.6813 -0.5390
H 1.0190 2.4640 1.2407
H -0.2796 -1.9671 1.2059
H -1.9194 -1.3572 1.5236
H 1.1867 -1.0999 -1.8100
H 0.5593 0.1991 1.7626
H -1.1397 0.8367 1.5337
H -2.1139 0.5805 -0.9314
H -1.5351 -1.0136 -1.4847
H -1.1362 0.4724 -2.3850
*
```

Output
- E_tot: -381.05038 Ha
- Orbital gap (alpha / beta): 0.27301 / 0.21104 Eh
- Energy relative to the best compared isomer or geometry (same formula, charge and spin): 147.50 kcal/mol
- E_HOMO (alpha / beta): -6.7662 / -5.4294 eV


Entry 5:
# C5H10N2O

2 unconnected molecules or ions with the total composition C5H10N2O (ωB97M-V with the def2-TZVPD basis set, OMol25).

```
! RIJCOSX wB97M-V def2-TZVPD def2/J DEFGRID3
* xyz 0 1
C 1.0207 -2.2697 -0.4792
C 0.0991 2.4311 -0.9341
C -0.5200 0.3068 0.5992
C -0.5850 -0.9590 0.7645
C 0.4352 0.9660 -0.7376
N -1.3602 1.2740 1.1430
O -0.7691 -1.8988 1.6681
N 1.2165 0.2945 -1.3723
H -1.1070 -2.7083 1.2553
H -1.8821 0.9659 1.9508
H -0.9459 2.1811 1.2868
H 0.9894 -1.1084 -0.7298
H 1.8089 -2.4942 -1.2050
H 1.3735 -2.5302 0.5145
H 0.1387 -2.8446 -0.7562
H 0.4374 3.0341 -0.0869
H -0.9728 2.5822 -1.0599
H 0.6226 2.7772 -1.8214
*
```

Output
- E_tot: -381.04734 Ha
- Orbital gap (alpha / beta): 0.26948 / 0.27316 Eh
- Energy relative to the best compared isomer or geometry (same formula, charge and spin): 149.41 kcal/mol
- E_HOMO (alpha / beta): -7.5066 / -7.5513 eV


Entry 6:
# C5H10N2O

2 unconnected molecules or ions with the total composition C5H10N2O in a non-equilibrium geometry (ωB97M-V with the def2-TZVPD basis set, OMol25).

```
! RIJCOSX wB97M-V def2-TZVPD def2/J DEFGRID3
* xyz 0 1
C 1.3811 -0.0378 -0.4864
C 0.7719 0.4729 0.8667
C -0.5820 1.2151 0.2038
C -1.6256 -1.0612 0.4734
C -2.6656 -0.3221 -0.3289
H 3.0468 -1.2179 -0.6185
H 3.7639 0.8847 -0.7338
H 0.9058 -0.8731 -0.7944
H 1.1631 0.7282 -1.2639
H 0.7540 -0.5271 1.4229
H 1.6475 1.1513 1.3064
H -1.7458 -0.5516 1.4101
H -1.2246 -2.1361 0.3739
H -3.3456 0.3267 0.1814
H -2.9308 -0.3764 -1.4885
N 2.8478 -0.1006 -0.0551
N -1.1925 0.0954 -0.4162
O -0.9695 2.3296 -0.0529
*
```

Output
- E_tot: -381.00512 Ha
- Orbital gap: 0.35501 Eh
- Energy relative to the best compared isomer or geometry (same formula, charge and spin): 175.90 kcal/mol
- E_HOMO: -9.3382 eV


Entry 7:
# C5H10N2O

2 unconnected molecules or ions with the total composition C5H10N2O in a non-equilibrium geometry (ωB97M-V with the def2-TZVPD basis set, OMol25).

```
! RIJCOSX wB97M-V def2-TZVPD def2/J DEFGRID3
* xyz 1 2
C 1.7924 0.0474 2.0369
O 1.8727 -1.3517 1.7396
H 2.2158 -1.4187 0.8416
H 0.8327 0.2620 2.4965
H 2.6562 0.2950 2.6569
H 1.9184 0.7075 1.1716
C 0.9820 1.0522 -1.6815
C -0.1610 0.4472 -1.0544
C -1.8307 0.3757 0.3189
C -0.9551 -0.7198 -1.3818
N -0.7769 1.0362 0.0018
N -1.9757 -0.7354 -0.5655
H -2.6372 0.6509 0.9807
H 1.8709 0.4550 -1.7697
H 1.4957 1.9154 -1.2517
H -2.6107 -1.5033 -0.3828
H -0.9601 -1.4094 -2.2046
H 0.7444 1.4049 -2.6962
*
```

Output
- E_tot: -380.92870 Ha
- Orbital gap (alpha / beta): 0.34508 / 0.20308 Eh
- Energy relative to the best compared isomer or geometry (same formula, charge and spin): 32.02 kcal/mol
- E_HOMO (alpha / beta): -13.4826 / -13.4751 eV


Entry 8:
# C5H10N2O

2 unconnected molecules or ions with the total composition C5H10N2O in a non-equilibrium geometry (ωB97M-V with the def2-TZVPD basis set, OMol25).

```
! RIJCOSX wB97M-V def2-TZVPD def2/J DEFGRID3
* xyz 2 1
C -1.3856 1.0983 0.4100
C -1.9232 -0.1184 0.6728
C -0.1438 -1.0848 -0.4777
C -0.1607 1.3537 -0.3528
C 1.8307 -0.3729 0.9677
N -1.2207 -1.1944 0.2199
N 0.5662 0.0923 -0.6302
O 1.3702 0.2554 -1.7275
H -1.8928 1.9456 0.6658
H -2.8633 -0.3348 1.1643
H 0.1758 -2.0540 -0.9455
H -0.4048 1.8068 -1.3042
H 0.3577 2.2465 -0.1432
H 2.4693 0.5960 1.2444
H 1.1734 -0.5856 1.8334
H 2.5471 -1.1920 0.5712
H -1.6091 -2.1955 0.3269
H 1.1135 -0.2621 -2.4954
*
```

Output
- E_tot: -380.38715 Ha
- Orbital gap: 0.29496 Eh
- Energy relative to the best compared isomer or geometry (same formula, charge and spin): 132.34 kcal/mol
- E_HOMO: -18.5925 eV


Please write out number 5 again, unchanged.
# C5H10N2O

2 unconnected molecules or ions with the total composition C5H10N2O (ωB97M-V with the def2-TZVPD basis set, OMol25).

```
! RIJCOSX wB97M-V def2-TZVPD def2/J DEFGRID3
* xyz 0 1
C 1.0207 -2.2697 -0.4792
C 0.0991 2.4311 -0.9341
C -0.5200 0.3068 0.5992
C -0.5850 -0.9590 0.7645
C 0.4352 0.9660 -0.7376
N -1.3602 1.2740 1.1430
O -0.7691 -1.8988 1.6681
N 1.2165 0.2945 -1.3723
H -1.1070 -2.7083 1.2553
H -1.8821 0.9659 1.9508
H -0.9459 2.1811 1.2868
H 0.9894 -1.1084 -0.7298
H 1.8089 -2.4942 -1.2050
H 1.3735 -2.5302 0.5145
H 0.1387 -2.8446 -0.7562
H 0.4374 3.0341 -0.0869
H -0.9728 2.5822 -1.0599
H 0.6226 2.7772 -1.8214
*
```

Output
- E_tot: -381.04734 Ha
- Orbital gap (alpha / beta): 0.26948 / 0.27316 Eh
- Energy relative to the best compared isomer or geometry (same formula, charge and spin): 149.41 kcal/mol
- E_HOMO (alpha / beta): -7.5066 / -7.5513 eV


- Among the records above, which one has the lowest energy relative to the best compared isomer or geometry (same formula, charge and spin)?
  number 7


- Look up the energy relative to the best compared isomer or geometry (same formula, charge and spin) of the eighth one.
  132.34 kcal/mol


- What is the E_tot in the first record?
  -381.06334 Ha